Record 1
Entry from OMol25: a molecular structure, C31H31N6W (wB97M-V/def2-TZVPD).

As for the net charge: -1. The multiplicity is 1. The value obtained for the HOMO-LUMO gap is 5.166 eV. Its HOMO energy is -2.48 eV.

CARTESIAN COORDINATES (ANGSTROEM)
W (-0.1424, 0.2214, -0.3397)
C (-3.9616, -1.3489, -1.4106)
C (-4.0409, -2.5877, -0.6994)
C (-3.2014, -2.8009, 0.3315)
C (-2.2333, -1.8022, 0.7390)
N (-2.0579, -0.6831, -0.0742)
C (-2.9822, -0.4785, -1.0734)
N (-1.6020, -1.9980, 1.8536)
C (-0.7283, -1.0887, 2.3814)
N (0.0026, -0.1210, 1.6921)
C (0.8164, 0.5522, 2.5996)
N (1.7113, 1.5487, 2.3414)
C (2.2032, 1.7600, 1.1578)
C (3.2113, 2.7938, 1.0369)
C (3.8852, 2.9944, -0.1129)
C (3.5808, 2.1753, -1.2413)
C (2.5746, 1.2762, -1.1254)
N (1.8376, 1.0624, 0.0120)
C (0.5715, 0.0302, 3.8705)
C (1.1078, 0.3390, 5.1448)
C (0.6954, -0.3905, 6.2210)
C (-0.2528, -1.4540, 6.0767)
C (-0.7823, -1.7712, 4.8608)
C (-0.3737, -1.0238, 3.7273)
H (-4.6443, -1.1052, -2.2119)
H (-4.7742, -3.3354, -0.9771)
H (-3.2256, -3.7020, 0.9285)
H (-2.8575, 0.4495, -1.6117)
H (3.4031, 3.3666, 1.9336)
H (4.6493, 3.7600, -0.1775)
H (4.1171, 2.2635, -2.1751)
H (2.2899, 0.6654, -1.9710)
H (1.8288, 1.1410, 5.2443)
H (1.0883, -0.1699, 7.2070)
H (-0.5494, -2.0127, 6.9572)
H (-1.4999, -2.5743, 4.7462)
C (-1.2710, 2.9654, 0.9907)
C (-1.1957, 3.0966, -0.5333)
C (-0.1570, 4.1653, -0.8966)
C (-2.5735, 3.5107, -1.0658)
C (-0.7887, 1.7970, -1.1971)
H (-1.6132, 3.9050, 1.4329)
H (-0.2969, 2.7387, 1.4317)
H (-1.9741, 2.1814, 1.2861)
H (-0.4166, 5.1244, -0.4383)
H (-0.1041, 4.3044, -1.9793)
H (0.8345, 3.8725, -0.5435)
H (-2.8753, 4.4710, -0.6376)
H (-3.3282, 2.7677, -0.8004)
H (-2.5584, 3.6118, -2.1540)
H (-0.7665, 1.8671, -2.2874)
C (1.3621, -2.9527, -0.0778)
C (1.3316, -3.0082, -1.5748)
C (1.7987, -4.1194, -2.2681)
C (1.7610, -4.1736, -3.6525)
C (1.2469, -3.1024, -4.3711)
C (0.7722, -1.9749, -3.7190)
C (0.1975, -0.8085, -4.4697)
C (0.8189, -1.9310, -2.3152)
N (0.3507, -0.7957, -1.6867)
H (1.8488, -3.8378, 0.3318)
H (0.3556, -2.9027, 0.3503)
H (1.9033, -2.0714, 0.2776)
H (2.1965, -4.9568, -1.7061)
H (2.1299, -5.0498, -4.1712)
H (1.2113, -3.1411, -5.4543)
H (0.2325, -0.9828, -5.5454)
H (0.7417, 0.1117, -4.2453)
H (-0.8390, -0.6335, -4.1724)



Record 2
Entry from OMol25: a molecular structure, C19H42NOP3STc at a distorted geometry (wB97M-V/def2-TZVPD).

As for the net charge: +4. Its expectation value of S² is 3.773. The multiplicity is 4. The value obtained for the HOMO-LUMO gap (alpha / beta) is 7.273 / 5.451 eV. Its HOMO energy (alpha / beta) is -20.54 / -20.50 eV.

CARTESIAN COORDINATES (ANGSTROEM)
Tc (0.5212, 0.1923, 0.5065)
P (0.0664, 1.7165, 2.1025)
P (2.7183, -0.1821, 0.9746)
P (-0.2486, -1.3879, 1.9102)
H (-4.4191, -1.3715, -3.7528)
C (-4.6330, -1.6284, -2.7090)
C (-4.9989, -0.6996, -1.8200)
H (-4.8222, 0.3960, -1.8900)
C (0.2785, 3.4422, 1.4903)
C (1.1247, 1.8226, 3.5997)
C (-1.6192, 1.7903, 2.7942)
C (3.4103, -1.3947, -0.1978)
C (3.7319, 1.3011, 0.6868)
C (3.3227, -0.7767, 2.6020)
C (-1.9989, -1.9162, 1.8924)
C (-0.0797, -1.2744, 3.7636)
C (0.6103, -2.9612, 1.6200)
H (-4.6490, -2.6987, -2.4581)
H (-5.7335, -0.9810, -1.0170)
H (-0.4887, 3.6402, 0.7201)
H (1.3048, 3.5816, 1.1029)
H (0.1253, 4.0925, 2.3638)
H (2.1598, 2.0450, 3.3037)
H (1.0741, 0.9232, 4.2249)
H (0.7391, 2.6729, 4.1764)
H (-2.3382, 1.9931, 1.9914)
H (-1.6605, 2.6294, 3.4986)
H (-1.9057, 0.8791, 3.3307)
H (4.4694, -1.5272, 0.0712)
H (3.3136, -0.9977, -1.2192)
H (2.8654, -2.3481, -0.1371)
H (4.7275, 1.0628, 1.0888)
H (3.3013, 2.1753, 1.1990)
H (3.7807, 1.4910, -0.3971)
H (4.4150, -0.8088, 2.4737)
H (2.9282, -1.7779, 2.8313)
H (3.0498, -0.0599, 3.3916)
H (-2.0667, -2.7873, 2.5605)
H (-2.2830, -2.2130, 0.8749)
H (-2.6548, -1.1161, 2.2646)
H (-0.5706, -2.1551, 4.2075)
H (-0.5877, -0.3776, 4.1429)
H (0.9818, -1.2560, 4.0513)
H (-0.0015, -3.7596, 2.0594)
H (1.6018, -2.9647, 2.0884)
H (0.7074, -3.1352, 0.5424)
C (-2.0840, -0.3626, -2.2320)
C (-1.9797, -1.7720, -2.3687)
C (-1.5521, -2.3735, -3.5488)
C (-1.0890, -1.5627, -4.5874)
C (-1.2922, -0.1704, -4.5212)
C (-1.8950, 0.4194, -3.3930)
S (-2.8630, 0.2694, -0.7650)
H (-2.4832, 1.5964, -0.7375)
H (-2.4384, -2.3914, -1.5907)
H (-1.6547, -3.4749, -3.6736)
H (-0.6656, -2.1244, -5.4199)
H (-0.9224, 0.3990, -5.3825)
H (-2.2547, 1.4469, -3.4159)
C (1.9447, 2.8673, -2.8852)
C (1.2943, 1.6802, -2.2729)
N (1.1474, 0.6386, -3.0848)
O (0.8882, 1.6102, -1.0716)
H (2.8288, 2.5587, -3.4523)
H (2.2609, 3.5588, -2.1135)
H (1.2350, 3.3896, -3.5331)
H (0.6592, -0.1967, -2.7808)
H (1.3456, 0.7034, -4.0745)



Record 3
Entry from OMol25: a molecular structure, C4H4OS at a distorted geometry (wB97M-V/def2-TZVPD).

The multiplicity is 1. The value obtained for the HOMO-LUMO gap is 7.394 eV. Its HOMO energy is -8.92 eV.

CARTESIAN COORDINATES (ANGSTROEM)
C (-1.0580, -0.8206, -0.5886)
C (-0.0692, -0.0254, -0.1672)
C (0.0824, 1.4349, -0.3580)
C (0.9845, -0.4628, 0.6871)
H (-2.1827, -0.5411, -1.1269)
H (-0.8262, -1.9592, -0.3709)
H (-1.1129, 2.1050, -0.3104)
H (1.7057, 0.2719, 0.9622)
O (1.1941, 1.9391, -0.2399)
S (1.2821, -1.9418, 1.5125)



For each record above, in turn, the calculated energy above the lowest of the compared OMol25 structures with the same formula, charge and spin values are 0.0 0.0 78.6 kcal per mole.